Record 1
ORCA calculation (wB97M-V/def2-TZVPD) on a structure of composition C21H36OsP2Se at a distorted geometry.

Gap between HOMO and LUMO (alpha / beta) = 4.67 / 5.68 eV
Electronic energy = -108726.6270 eV
Spin multiplicity = 5
Charge = +2
Energy relative to the best compared isomer or geometry (same formula, charge and spin) = 66.8 kcal/mol
F_max = 3.359 eV Å⁻¹
HOMO level (alpha / beta) = -0.464 / -0.525 Eh
Expectation value of S² = 6.05
LUMO level (alpha / beta) = -0.29207 / -0.31596 Eh

Each line ends with the Mulliken charge.
Positions of all 61 atoms, in Å:
P 1.08 -0.08 -1.76  -0.086
P 0.16 0.51 2.15  0.677
C 1.05 -1.41 -0.47  -0.537
C -0.07 -0.94 0.45  -0.684
H 2.00 -1.44 0.06  0.541
H 0.81 -2.38 -0.88  0.585
H -1.08 -1.08 0.03  -0.307
H -0.03 -1.55 1.37  0.300
C 1.36 -0.46 3.14  -1.167
H 1.56 0.11 4.08  0.458
H 2.31 -0.54 2.59  0.397
H 1.00 -1.48 3.40  0.420
C -1.45 0.33 2.97  -1.270
H -1.77 -0.73 3.08  0.370
H -2.21 0.87 2.38  0.403
H -1.39 0.81 3.95  0.490
C 2.07 -0.67 -3.17  -1.100
H 2.36 0.21 -3.78  0.381
H 1.46 -1.36 -3.78  0.399
H 2.99 -1.18 -2.79  0.395
C -0.48 0.42 -2.63  -1.300
H -1.17 1.00 -1.99  0.605
H -0.97 -0.47 -3.00  0.130
H -0.18 1.10 -3.44  0.570
Os -0.26 1.02 0.02  0.930
C -2.75 -2.32 0.87  -0.376
C -1.66 -3.07 1.13  -0.078
C -1.17 -4.22 0.30  -0.933
C -1.48 -4.12 -1.21  -1.594
C -1.39 -2.74 -1.79  0.274
C -2.44 -1.91 -1.96  -0.766
C -3.81 -2.16 -1.45  -1.159
C -3.85 -2.78 -0.04  -0.980
C 1.45 2.10 -1.10  -1.536
H -3.01 -1.44 1.47  0.293
H -1.19 -3.02 2.13  0.757
H -1.55 -5.18 0.67  0.426
H -0.07 -4.28 0.42  0.388
H -0.75 -4.76 -1.72  0.365
H -2.45 -4.58 -1.40  0.466
H -0.48 -2.57 -2.40  1.082
H -2.46 -1.21 -2.81  0.705
H -4.38 -2.80 -2.14  0.348
H -4.34 -1.20 -1.43  0.439
H -4.82 -2.46 0.40  0.469
H -3.92 -3.88 -0.13  0.317
H 1.38 3.16 -0.83  0.572
H 1.40 2.16 -2.20  0.399
H 2.49 1.83 -0.83  0.467
Se -0.03 3.17 1.52  -0.001
C 1.59 4.31 1.36  0.175
C 2.87 3.77 1.55  -0.088
C 4.00 4.56 1.31  -0.549
C 3.89 5.90 0.93  -0.502
C 2.60 6.47 0.83  -0.480
C 1.46 5.68 1.06  -0.384
H 2.97 2.74 1.87  0.381
H 4.99 4.10 1.38  0.378
H 4.77 6.50 0.72  0.401
H 2.50 7.52 0.53  0.379
H 0.47 6.13 0.98  0.343

Record 2
ORCA calculation (wB97M-V/def2-TZVPD) on a structure of composition C16H16Br2N6OPt at a distorted geometry.

Gap between HOMO and LUMO = 6.01 eV
Electronic energy = -171166.7788 eV
Energy relative to the best compared isomer or geometry (same formula, charge and spin) = 71.1 kcal/mol
F_max = 1.797 eV Å⁻¹
HOMO level = -0.239 Eh
LUMO level = -0.01793 Eh

Each line ends with the Mulliken charge.
Positions of all 42 atoms, in Å:
Pt -0.23 0.17 0.04  0.108
Br -3.91 5.62 0.04  -0.187
C -2.17 4.93 0.02  -0.636
C -1.04 5.89 -0.01  -0.204
C 0.29 5.71 -0.03  0.371
Br 1.29 7.34 -0.06  -0.256
C 1.14 4.47 -0.03  0.394
C 2.53 4.50 -0.05  -0.967
C 3.27 3.33 -0.05  -0.843
C 2.61 2.12 -0.03  -0.370
N 1.27 2.04 -0.01  -0.450
C 0.59 3.18 -0.01  0.966
C -1.95 3.63 0.03  0.965
O -2.67 2.48 0.07  -0.453
H -1.38 6.92 -0.02  0.423
H 3.03 5.46 -0.07  0.318
H 4.35 3.36 -0.07  0.395
H 3.14 1.18 -0.04  0.392
N -0.76 2.94 0.02  0.439
C -1.39 1.72 0.07  -0.453
C -1.46 -2.46 0.76  -0.507
N -1.60 -3.91 0.73  0.033
C -0.42 -4.50 1.36  -0.730
N 0.82 -4.13 0.67  0.015
C 0.93 -2.68 0.69  -0.501
N -0.23 -2.00 0.05  -0.125
C -0.31 -2.50 -1.35  -0.535
N -0.44 -3.95 -1.40  0.029
C -1.65 -4.34 -0.67  -0.739
C 0.72 -4.55 -0.73  -0.747
H -1.41 -2.10 1.79  0.282
H -2.31 -1.99 0.27  0.291
H -0.52 -5.59 1.34  0.321
H -0.36 -4.17 2.40  0.359
H 1.83 -2.36 0.16  0.312
H 0.99 -2.33 1.72  0.309
H 0.59 -2.18 -1.87  0.318
H -1.18 -2.04 -1.82  0.295
H -1.75 -5.43 -0.70  0.324
H -2.51 -3.89 -1.15  0.362
H 1.63 -4.26 -1.26  0.357
H 0.62 -5.64 -0.77  0.323

Record 3
ORCA calculation (wB97M-V/def2-TZVPD) on a structure of composition C15H40Li4O19PS5 at a distorted geometry.

Gap between HOMO and LUMO (alpha / beta) = 2.25 / 9.11 eV
Electronic energy = -119395.8293 eV
Spin multiplicity = 2
F_max = 3.864 eV Å⁻¹
HOMO level (alpha / beta) = -0.088 / -0.342 Eh
Expectation value of S² = 0.75
LUMO level (alpha / beta) = -0.00537 / -0.00722 Eh

Each line ends with the Mulliken charge.
Positions of all 84 atoms, in Å:
Li -2.27 0.20 1.61  0.917
Li -0.34 0.77 -2.84  0.601
Li -3.29 1.44 -1.46  0.280
Li 1.14 -0.20 0.23  0.694
P -1.15 0.77 -0.44  1.483
O -0.76 -0.34 0.57  -0.806
O -1.85 0.36 -1.73  -0.938
O 0.20 1.23 -0.92  -0.523
O -2.23 1.55 0.30  -1.052
O 1.12 4.17 4.48  -0.565
S -0.12 4.30 3.80  1.176
O -1.38 4.46 4.51  -0.631
O 0.07 5.53 2.76  -0.269
C -1.00 6.03 2.05  -0.231
C -0.90 7.57 2.14  -1.278
C -0.11 2.82 2.58  -0.623
H -1.93 5.66 2.48  0.410
H -1.04 5.65 1.03  0.295
H -0.76 7.84 3.19  0.290
H -1.65 8.20 1.65  0.377
H 0.03 7.86 1.67  0.311
H 0.72 2.91 1.87  -0.164
H -0.99 2.97 1.95  0.305
H -0.11 1.87 3.11  0.558
O 1.39 -2.26 -0.28  -0.591
S 0.63 -3.34 -0.91  1.119
O 1.25 -4.12 -2.01  -0.668
O 0.25 -4.42 0.31  -0.315
C -0.28 -5.70 -0.11  -0.337
C -1.26 -6.13 0.95  -0.825
C -1.05 -2.88 -1.34  -0.341
H 0.49 -6.46 -0.19  0.300
H -0.74 -5.58 -1.10  0.390
H -1.74 -7.08 0.70  0.414
H -2.08 -5.42 1.06  -0.059
H -0.80 -6.14 1.94  0.316
H -1.66 -3.78 -1.40  0.416
H -1.02 -2.50 -2.36  0.371
H -1.45 -2.15 -0.64  -0.273
O -4.00 -3.92 0.62  -0.601
S -3.97 -2.83 1.62  0.890
O -3.35 -1.53 1.44  -0.559
O -5.47 -2.62 2.29  -0.331
C -6.35 -3.84 2.57  -0.108
C -7.01 -3.63 3.88  -1.114
C -3.13 -3.51 3.24  -1.131
H -5.83 -4.80 2.63  0.240
H -7.10 -4.02 1.79  0.383
H -6.74 -2.66 4.32  0.315
H -6.83 -4.41 4.62  0.294
H -8.08 -3.63 3.67  0.330
H -3.27 -4.59 3.31  0.342
H -3.69 -3.03 4.04  0.417
H -2.10 -3.15 3.26  0.389
O 3.39 1.17 -3.99  -0.634
S 2.57 0.01 -4.05  0.853
O 1.44 -0.05 -3.19  -0.442
O 2.16 -0.34 -5.69  -0.269
C 3.16 0.16 -6.60  -0.194
C 2.71 -0.38 -8.04  -1.297
C 3.64 -1.51 -3.83  -0.757
H 4.17 -0.17 -6.37  0.410
H 3.13 1.23 -6.83  0.246
H 1.68 -0.04 -8.16  0.335
H 2.76 -1.47 -8.14  0.332
H 3.32 0.10 -8.80  0.387
H 4.47 -1.25 -3.18  0.295
H 3.93 -1.76 -4.85  0.371
H 3.08 -2.34 -3.41  0.220
O 5.26 1.60 -1.39  -0.586
S 4.14 1.78 -0.46  1.004
O 3.33 0.66 0.01  -0.607
O 4.82 2.59 0.83  -0.353
C 4.15 2.63 2.11  -0.011
C 4.32 3.98 2.77  -1.119
C 2.95 3.04 -1.11  -0.379
H 4.74 1.85 2.60  0.309
H 3.12 2.28 2.17  0.170
H 3.79 4.68 2.12  0.272
H 5.32 4.37 2.94  0.340
H 3.83 3.99 3.75  0.320
H 2.65 2.67 -2.09  0.190
H 3.45 4.00 -1.26  0.435
H 2.12 2.99 -0.41  -0.128

Record 4
ORCA calculation (wB97M-V/def2-TZVPD) on a cluster of 3 separate species, C3H3NO4 in total at a distorted geometry.

Gap between HOMO and LUMO = 7.87 eV
Electronic energy = -12830.1679 eV
Energy relative to the best compared isomer or geometry (same formula, charge and spin) = 234.2 kcal/mol
F_max = 7.369 eV Å⁻¹
HOMO level = -0.322 Eh
LUMO level = -0.03315 Eh

Each line ends with the Mulliken charge.
Positions of all 11 atoms, in Å:
C 0.59 -0.11 -0.11  0.690
C -0.98 1.26 -0.09  -0.629
C -1.48 0.06 -0.17  0.741
H 2.75 0.83 1.29  0.264
H -1.32 2.23 -0.12  0.413
H -3.13 -0.03 1.16  0.414
N 1.62 -0.82 0.07  -0.417
O 2.93 -0.18 0.00  -0.400
O 0.42 1.15 -0.02  -0.271
O -2.59 -0.71 0.18  -0.589
O -0.57 -0.84 -0.23  -0.218

Record 5
ORCA calculation (wB97M-V/def2-TZVPD) on the ion C13H16NO with charge +1 at a distorted geometry.

Gap between HOMO and LUMO (alpha / beta) = 6.80 / 6.81 eV
Electronic energy = -17262.7709 eV
Charge = +1
Energy relative to the best compared isomer or geometry (same formula, charge and spin) = 201.3 kcal/mol
F_max = 4.673 eV Å⁻¹
HOMO level (alpha / beta) = -0.447 / -0.447 Eh
LUMO level (alpha / beta) = -0.19692 / -0.19686 Eh

Each line ends with the Mulliken charge.
Positions of all 31 atoms, in Å:
C -3.96 0.98 -0.56  -0.480
C -3.57 0.69 0.73  -0.677
C -3.01 1.26 -1.56  -0.680
C -2.17 0.51 0.95  0.011
C -1.62 1.02 -1.32  -0.172
C 0.83 1.95 0.09  -0.052
C -1.19 0.70 -0.02  -0.312
C 0.90 -0.35 0.80  -0.507
C 3.16 1.67 -0.72  -0.012
C 4.51 1.53 -0.16  -0.592
C 0.95 -2.84 1.56  -1.457
C 0.19 -2.16 -0.85  -1.174
C 0.27 -1.73 0.61  1.138
N 0.24 0.60 0.27  0.576
O 2.05 2.12 -0.17  -0.045
H -4.96 1.34 -0.67  0.366
H -4.35 0.61 1.49  0.379
H -3.37 1.58 -2.53  0.381
H -1.87 -0.01 1.87  0.388
H -0.95 1.08 -2.18  0.434
H 0.17 2.73 0.17  0.570
H 4.81 2.13 0.83  0.316
H 4.57 0.44 -0.08  0.289
H 5.13 1.94 -1.05  0.319
H 2.02 -2.86 1.33  0.354
H 0.70 -3.92 1.32  0.342
H 0.86 -2.62 2.57  0.415
H -0.24 -1.33 -1.43  0.262
H -0.51 -2.99 -0.93  0.368
H 1.20 -2.46 -1.31  0.301
H -0.79 -1.61 0.95  -0.047

electronic energy of number 5 (C13H16NO)?
-17262.7709 eV

electronic energy of number 3 (C15H40Li4O19PS5)?
-119395.8293 eV